Record 1
This record from the OMol25 dataset describes 8 unconnected molecules or ions with the total composition C47H51N3O2P. The level of theory is wB97M-V/def2-TZVPD.

Geometry (Å):
C 3.479 1.261 -0.639
C 2.227 0.995 -1.452
O 1.902 -0.144 -1.719
N 1.415 2.106 -1.843
C 2.146 3.224 -2.436
C 0.391 2.455 -0.939
O 1.065 2.656 0.560
C 0.963 3.879 0.923
N 0.966 4.962 1.332
P -0.811 1.182 -0.631
N -1.896 0.988 -1.773
H 3.759 0.334 -0.133
H 4.302 1.545 -1.304
H 3.333 2.074 0.076
H 1.642 4.158 -2.176
H 2.138 3.121 -3.530
H 3.186 3.305 -2.097
H -1.370 1.583 0.597
H -0.174 -0.048 -0.323
H -2.807 1.225 -1.392
C 0.368 0.217 2.896
C 0.171 1.514 3.353
C -0.460 1.732 4.570
C -0.893 0.654 5.333
C -0.701 -0.642 4.872
C -0.069 -0.859 3.655
H 0.852 0.056 1.940
H 0.513 2.332 2.736
H -0.621 2.745 4.918
H -1.388 0.824 6.281
H -1.042 -1.485 5.462
H 0.078 -1.872 3.299
C 5.795 0.309 -3.694
C 4.952 -0.793 -3.648
C 5.435 -2.046 -4.001
C 6.760 -2.199 -4.388
C 7.603 -1.096 -4.428
C 7.119 0.159 -4.083
H 5.416 1.289 -3.432
H 3.921 -0.679 -3.338
H 4.775 -2.904 -3.973
H 7.135 -3.177 -4.660
H 8.636 -1.214 -4.731
H 7.774 1.020 -4.120
C 1.729 -0.026 -7.485
C 0.671 0.847 -7.709
C 0.062 1.492 -6.639
C 0.516 1.264 -5.348
C 1.571 0.393 -5.121
C 2.179 -0.253 -6.190
H 2.203 -0.530 -8.319
H 0.320 1.023 -8.719
H -0.767 2.170 -6.805
H 0.042 1.754 -4.506
H 1.905 0.220 -4.107
H 3.003 -0.934 -6.012
C -2.037 -5.083 4.604
C -1.830 -6.403 4.226
C -1.455 -6.701 2.922
C -1.285 -5.679 1.997
C -1.491 -4.359 2.374
C -1.869 -4.063 3.677
H -2.325 -4.847 5.621
H -1.959 -7.200 4.948
H -1.295 -7.730 2.627
H -0.991 -5.911 0.981
H -1.355 -3.561 1.655
H -2.030 -3.033 3.971
C -1.408 5.275 -5.860
C -1.076 4.383 -4.848
C -2.002 3.440 -4.412
C -3.262 3.398 -4.996
C -3.596 4.289 -6.007
C -2.669 5.229 -6.440
H -0.685 6.007 -6.196
H -0.095 4.416 -4.391
H -1.747 2.743 -3.620
H -3.981 2.662 -4.658
H -4.579 4.252 -6.461
H -2.931 5.925 -7.228
C -4.281 -0.093 2.030
C -4.417 -0.065 0.648
C -5.186 0.922 0.047
C -5.822 1.878 0.827
C -5.688 1.849 2.209
C -4.917 0.863 2.810
H -3.669 -0.855 2.498
H -3.902 -0.794 0.036
H -5.277 0.951 -1.032
H -6.412 2.654 0.357
H -6.175 2.601 2.816
H -4.803 0.846 3.887
C 0.336 -3.548 7.373
C 0.212 -2.273 7.909
C -0.390 -2.096 9.148
C -0.860 -3.195 9.855
C -0.734 -4.470 9.320
C -0.139 -4.647 8.078
H 0.795 -3.684 6.402
H 0.576 -1.419 7.354
H -0.496 -1.100 9.560
H -1.329 -3.057 10.821
H -1.103 -5.327 9.871
H -0.045 -5.640 7.657

Frontier orbital gap: 6.9 eV
LUMO energy: 2.22 eV
Total charge: -1

Record 2
This record from the OMol25 dataset describes 2 unconnected molecules or ions with the total composition C3H3F2N at a distorted geometry. The level of theory is wB97M-V/def2-TZVPD.

Geometry (Å):
C 0.733 0.697 0.068
C -0.701 -1.041 -0.161
C -0.769 0.397 -0.298
N 0.080 -0.211 0.902
F 2.826 0.361 -0.226
F -1.673 1.311 -0.122
H 1.220 1.603 0.402
H -1.487 -1.529 0.371
H -0.228 -1.589 -0.936

Frontier orbital gap (alpha / beta): 9.3 / 9.3 eV
LUMO energy (alpha / beta): -1.18 / -1.18 eV

Record 3
This record from the OMol25 dataset describes 2 unconnected molecules or ions with the total composition CH5N3O at a distorted geometry. The level of theory is wB97M-V/def2-TZVPD.

Geometry (Å):
N 1.206 0.106 0.449
N 1.354 -0.927 -0.352
C -1.921 -0.027 0.313
O 1.481 1.262 -0.269
N -0.837 -0.596 0.549
H 1.679 1.914 0.418
H 0.522 -1.547 -0.124
H 1.372 -0.690 -1.347
H -2.724 -0.501 -0.274
H -2.131 1.006 0.636

Frontier orbital gap (alpha / beta): 7.7 / 9.7 eV
LUMO energy (alpha / beta): 0.16 / 0.92 eV